# 1
100
Properties=species:S:1:pos:R:3 method="wB97M-V/def2-TZVPD" total_charge=0 orbital_gap_ev=7.13 largest_force_ha_per_bohr=0.036 homo_energy_ev=-7.72 multiplicity=1 total_energy_ev=-118495.0273 relative_energy_kcal_mol=49.5
Ti -0.06 0.33 -0.46
O -0.94 -2.89 -2.18
C -1.49 -1.92 -1.73
N -1.04 -0.60 -1.92
C -0.35 -0.37 -3.15
C -0.61 -1.05 -4.34
C 0.01 -0.67 -5.52
C 0.89 0.40 -5.53
C 1.15 1.08 -4.35
C 0.56 0.68 -3.16
N 0.78 1.38 -1.93
C 2.08 1.90 -1.78
O 2.33 2.96 -1.27
C 3.26 1.04 -2.21
C 4.48 1.64 -2.50
C 5.56 0.82 -2.78
C 5.39 -0.56 -2.75
C 4.14 -1.06 -2.42
N 3.10 -0.28 -2.15
C -2.85 -2.14 -1.09
C -3.47 -3.35 -1.39
C -4.78 -3.54 -1.00
C -5.43 -2.53 -0.31
C -4.71 -1.38 -0.03
N -3.46 -1.18 -0.42
H -1.31 -1.87 -4.34
H -0.20 -1.21 -6.43
H 1.36 0.72 -6.45
H 1.81 1.94 -4.35
H 4.55 2.72 -2.50
H 6.53 1.25 -3.02
H 6.22 -1.23 -2.96
H 3.96 -2.13 -2.36
H -2.92 -4.10 -1.93
H -5.30 -4.46 -1.24
H -6.46 -2.63 0.01
H -5.17 -0.57 0.54
C -4.25 1.03 -1.73
Si -2.88 1.97 -0.84
C -3.89 3.36 -0.06
C -2.04 2.68 -2.38
C -1.55 1.46 0.46
Si -1.93 0.51 2.12
C -0.46 0.69 3.31
C -2.17 -1.34 2.43
C -3.42 1.30 2.96
Si -0.65 3.05 0.97
C -1.29 3.87 2.53
C -0.47 4.47 -0.23
C 1.12 2.45 1.32
C 2.09 3.20 1.99
C 3.36 2.70 2.14
C 3.66 1.44 1.65
C 2.67 0.73 1.01
N 1.43 1.22 0.85
H -4.59 1.74 -2.49
H -5.10 0.77 -1.09
H -3.90 0.12 -2.24
H -4.54 3.79 -0.83
H -3.29 4.18 0.36
H -4.53 2.98 0.74
H -2.61 3.57 -2.71
H -2.08 1.94 -3.18
H -1.00 2.97 -2.26
H 0.33 -0.01 3.01
H -0.81 0.40 4.30
H -0.01 1.68 3.40
H -1.44 -1.95 1.91
H -3.16 -1.72 2.20
H -2.00 -1.47 3.51
H -3.70 2.27 2.53
H -3.20 1.46 4.02
H -4.29 0.64 2.90
H -2.23 4.38 2.30
H -0.57 4.62 2.88
H -1.48 3.17 3.35
H -1.40 4.68 -0.77
H 0.32 4.28 -0.96
H -0.20 5.36 0.34
H 1.82 4.18 2.36
H 4.13 3.29 2.64
H 4.65 1.01 1.75
H 2.86 -0.25 0.59
O 1.28 -1.86 -0.24
O 0.22 -1.18 0.51
O 4.70 -4.53 5.44
C 3.79 -5.32 4.83
O 3.51 -6.39 5.29
C 3.17 -4.79 3.57
C 3.07 -3.43 3.28
C 2.47 -2.99 2.11
C 1.97 -3.92 1.21
S 1.18 -3.49 -0.31
C 2.05 -5.28 1.50
C 2.65 -5.71 2.67
H 4.88 -3.75 4.91
H 3.42 -2.68 3.99
H 2.36 -1.94 1.92
H 1.65 -6.01 0.80
H 2.71 -6.76 2.91

=====

# 2
81
Properties=species:S:1:pos:R:3 method="wB97M-V/def2-TZVPD" total_charge=+1 orbital_gap_ev=6.91 largest_force_ha_per_bohr=0.012 homo_energy_ev=-10.58 multiplicity=1 total_energy_ev=-246343.6242 relative_energy_kcal_mol=0.0
Ga -0.28 2.59 -0.02
C 2.77 1.15 1.12
Si 2.04 2.17 -0.28
C 2.55 1.48 -1.95
C 2.51 3.99 -0.10
C 3.89 4.23 -0.15
C 4.42 5.51 -0.09
C 3.56 6.59 0.03
C 2.19 6.38 0.10
C 1.64 5.10 0.04
Si -0.25 4.98 0.19
C -1.04 5.82 -1.30
C -0.86 5.81 1.76
H 3.85 1.07 0.98
H 2.35 0.15 1.13
H 2.59 1.62 2.09
H 3.59 1.17 -1.92
H 2.45 2.24 -2.73
H 1.94 0.62 -2.23
H 4.58 3.40 -0.26
H 5.49 5.66 -0.14
H 3.96 7.60 0.07
H 1.54 7.24 0.20
H -0.88 6.89 -1.26
H -2.12 5.65 -1.34
H -0.61 5.46 -2.24
H -0.44 6.82 1.84
H -0.55 5.27 2.66
H -1.94 5.91 1.77
Br -5.40 2.63 2.34
C -4.36 2.10 0.88
C -4.93 1.52 -0.24
C -4.10 1.15 -1.29
C -2.74 1.36 -1.19
N -2.20 1.93 -0.11
C -2.99 2.31 0.91
H -6.00 1.37 -0.30
H -4.51 0.69 -2.18
H -2.06 1.06 -1.97
H -2.52 2.78 1.76
C 1.02 -3.10 -2.50
C 1.34 -3.34 -1.02
C 1.74 -4.82 -0.85
C 2.57 -2.48 -0.68
Si -0.19 -2.98 0.08
Br -0.29 -0.64 0.01
C -1.89 -3.47 -0.68
C -2.27 -2.66 -1.93
C -1.85 -4.96 -1.06
C -3.02 -3.26 0.34
C 0.02 -3.33 1.95
C 1.46 -3.06 2.40
C -0.91 -2.50 2.84
C -0.28 -4.82 2.20
H 1.92 -3.26 -3.09
H 0.69 -2.07 -2.69
H 0.26 -3.78 -2.88
H 2.57 -5.05 -1.52
H 0.93 -5.50 -1.09
H 2.08 -5.03 0.16
H 3.35 -2.69 -1.42
H 2.99 -2.70 0.30
H 2.35 -1.41 -0.73
H -1.55 -2.75 -2.74
H -2.39 -1.60 -1.69
H -3.23 -3.03 -2.29
H -1.15 -5.16 -1.87
H -2.84 -5.27 -1.41
H -1.59 -5.61 -0.22
H -3.08 -2.23 0.68
H -2.93 -3.91 1.21
H -3.97 -3.51 -0.14
H 1.76 -2.03 2.19
H 2.18 -3.73 1.94
H 1.52 -3.21 3.48
H -0.71 -1.43 2.75
H -0.71 -2.78 3.88
H -1.96 -2.67 2.65
H 0.36 -5.48 1.60
H -1.32 -5.08 2.00
H -0.09 -5.06 3.25

=====

# 3
54
Properties=species:S:1:pos:R:3 method="wB97M-V/def2-TZVPD" total_charge=-2 orbital_gap_ev=4.99 largest_force_ha_per_bohr=0.051 homo_energy_ev=-0.58 multiplicity=1 total_energy_ev=-87460.2732 relative_energy_kcal_mol=43.2
C 2.34 -0.33 0.24
C 2.38 1.12 0.36
C 2.03 1.68 -0.91
C 2.83 1.86 1.56
C 1.69 0.61 -1.80
C 1.91 -0.62 -1.11
C 2.02 -1.97 -1.76
C 2.82 -1.32 1.24
C 2.12 3.12 -1.27
C 1.32 0.72 -3.25
Ti 0.23 0.05 0.49
Cl 0.32 3.36 1.82
Cl 0.15 -0.14 2.74
Cl -1.09 1.71 -0.26
H 3.08 1.16 2.36
H 1.93 2.52 1.92
H 3.67 2.51 1.35
H 1.82 3.73 -0.41
H 1.46 3.35 -2.12
H 3.15 3.38 -1.57
H 0.54 1.49 -3.39
H 0.93 -0.24 -3.60
H 2.19 0.99 -3.86
H 1.25 -2.10 -2.53
H 1.91 -2.76 -1.01
H 3.00 -2.08 -2.24
H 2.51 -1.01 2.24
H 3.91 -1.41 1.23
H 2.37 -2.29 1.05
O -0.52 -1.47 -0.11
H -1.32 -1.90 -0.47
C -4.20 -4.09 2.73
C -2.97 -3.52 3.08
C -2.52 -2.40 2.41
C -3.34 -1.71 1.48
C -4.46 -2.46 0.97
C -4.90 -3.60 1.62
N -3.04 -0.45 1.10
C -3.92 0.49 0.66
C -4.08 0.76 -0.73
C -4.97 1.71 -1.19
C -5.80 2.39 -0.29
C -5.59 2.24 1.08
C -4.62 1.37 1.54
H -4.59 -4.95 3.28
H -2.38 -3.95 3.90
H -1.55 -1.95 2.64
H -4.96 -2.05 0.10
H -5.79 -4.10 1.26
H -3.46 0.19 -1.41
H -5.07 1.89 -2.25
H -6.56 3.07 -0.65
H -6.20 2.79 1.80
H -4.38 1.28 2.60

=====

# 4
36
Properties=species:S:1:pos:R:3 method="wB97M-V/def2-TZVPD" total_charge=0 orbital_gap_ev=10.37 largest_force_ha_per_bohr=0.178 homo_energy_ev=-9.80 multiplicity=1 total_energy_ev=-16869.9014 relative_energy_kcal_mol=110.9
C -0.32 0.39 3.90
C -1.37 -0.72 3.67
O -1.28 -1.23 2.30
H -0.23 0.49 5.05
H -0.51 1.19 3.24
H 0.87 0.25 3.59
H -2.37 -0.60 3.76
H -1.10 -1.64 4.25
H -1.92 -2.05 2.34
C -0.91 2.01 0.35
C 0.09 0.87 -0.03
O -0.48 -0.38 -0.30
H -1.18 1.92 1.37
H -1.70 2.36 -0.31
H -0.37 3.03 0.60
H 0.94 0.54 0.60
H 0.50 1.06 -0.99
H -0.41 -0.91 0.49
C -3.00 2.10 -3.27
C -2.15 0.95 -3.38
O -2.61 -0.11 -2.48
H -2.69 2.79 -4.15
H -2.56 2.74 -2.41
H -4.05 1.89 -3.27
H -1.21 1.02 -3.01
H -2.04 0.49 -4.40
H -2.05 -0.24 -1.85
C 3.16 -1.25 -0.51
C 3.85 -2.50 -0.66
O 5.21 -2.18 -0.68
H 1.98 -1.33 -0.67
H 3.67 -0.72 -1.37
H 3.43 -0.88 0.53
H 3.54 -3.18 -1.50
H 3.48 -3.22 -0.01
H 5.78 -2.96 -0.77

=====

# 5
26
Properties=species:S:1:pos:R:3 method="wB97M-V/def2-TZVPD" total_charge=+1 orbital_gap_ev=8.59 largest_force_ha_per_bohr=0.071 homo_energy_ev=-12.58 multiplicity=1 total_energy_ev=-21252.0356 relative_energy_kcal_mol=25.0
C -2.14 -0.82 1.63
C -0.71 -1.11 1.46
N -0.04 -1.04 0.39
C 1.47 -0.97 0.42
N 1.95 0.17 -0.22
C 1.77 1.44 0.41
P 0.12 2.41 0.13
C -0.46 1.62 -1.48
N 0.06 0.32 -1.81
C 1.49 0.20 -1.65
C -0.53 -0.78 -1.01
H -2.70 -0.33 0.74
H -2.24 -0.17 2.54
H -2.62 -1.86 1.87
H -0.09 -1.31 2.31
H 1.78 -2.08 0.13
H 1.66 -0.95 1.52
H 2.07 1.40 1.44
H 2.54 2.13 0.01
H -0.69 1.53 1.03
H -0.31 2.28 -2.25
H -1.45 1.44 -1.35
H 2.01 1.10 -2.25
H 1.93 -0.66 -2.19
H -1.63 -0.43 -1.07
H -0.20 -1.70 -1.68

=====

# 6
9
Properties=species:S:1:pos:R:3 method="wB97M-V/def2-TZVPD" total_charge=0 orbital_gap_ev="7.63 / 7.63" largest_force_ha_per_bohr=0.056 homo_energy_ev="-8.59 / -8.59" multiplicity=1 total_energy_ev=-87768.5931 relative_energy_kcal_mol=139.8
C -1.20 0.30 -0.07
C -0.67 -0.91 0.18
C -0.81 1.56 0.67
C 1.76 -0.70 -0.39
F -0.65 2.52 -0.12
S 0.88 -1.00 1.00
Br 3.61 -0.31 -0.29
H -2.12 0.43 -0.67
H -0.80 -1.89 -0.29

=====

# 7
11
Properties=species:S:1:pos:R:3 method="wB97M-V/def2-TZVPD" total_charge=0 orbital_gap_ev=11.34 largest_force_ha_per_bohr=0.024 homo_energy_ev=-10.98 multiplicity=1 total_energy_ev=-8776.1339 relative_energy_kcal_mol=36.0
N -2.59 -0.91 -1.06
C -1.73 -0.38 -0.50
C -0.57 0.19 0.22
O -0.38 1.50 -0.22
C 0.67 -0.67 -0.05
O 1.78 -0.06 0.60
H -0.78 0.12 1.29
H 0.18 1.95 0.42
H 0.84 -0.76 -1.13
H 0.55 -1.67 0.36
H 2.03 0.70 0.07

=====

# 8
14
Properties=species:S:1:pos:R:3 method="wB97M-V/def2-TZVPD" total_charge=0 orbital_gap_ev=8.80 largest_force_ha_per_bohr=0.018 homo_energy_ev=-8.15 multiplicity=1 total_energy_ev=-25379.9438 relative_energy_kcal_mol=17.8
C 1.67 -1.35 -1.11
S 1.96 -0.16 0.23
S 3.05 1.30 -0.75
H 0.78 -1.93 -0.86
H 2.52 -2.03 -1.11
H 1.50 -0.86 -2.06
H 2.17 1.39 -1.76
C -2.40 0.87 0.96
N -1.18 0.08 0.97
H -3.10 0.68 1.77
H -2.98 0.60 0.07
H -2.12 1.92 0.86
H -0.53 0.42 1.67
H -1.32 -0.91 1.10

=====

# 9
37
Properties=species:S:1:pos:R:3 method="wB97M-V/def2-TZVPD" total_charge=0 orbital_gap_ev="5.35 / 4.77" largest_force_ha_per_bohr=0.078 homo_energy_ev="-5.83 / -7.71" multiplicity=3 total_energy_ev=-99238.4771 relative_energy_kcal_mol=8.7
Pt -0.23 -0.15 -1.10
Br -4.94 2.50 3.83
C -3.98 2.03 2.32
C -4.72 1.64 1.16
C -3.96 1.26 0.06
C -2.62 1.01 0.14
O -2.14 0.54 -1.01
C -1.86 1.40 1.32
C -0.53 1.16 1.54
N 0.29 0.52 0.70
C 1.50 -0.05 1.13
C 2.03 -0.01 2.41
C 3.31 -0.56 2.57
C 4.11 -1.04 1.52
C 3.61 -1.00 0.19
C 4.26 -1.42 -1.03
C 3.63 -1.34 -2.22
C 2.30 -0.90 -2.35
N 1.65 -0.54 -1.21
C 2.22 -0.59 0.03
C -2.57 2.02 2.33
H -5.79 1.79 1.14
H -4.30 1.19 -1.01
H -0.08 1.72 2.38
H 1.45 0.43 3.19
H 3.87 -0.41 3.53
H 5.10 -1.33 1.72
H 5.29 -1.77 -0.91
H 4.26 -1.50 -3.13
H 1.64 -0.86 -3.30
H -2.08 2.38 3.23
C -2.20 -1.57 -3.07
C -0.84 -0.78 -2.95
O -0.14 -0.55 -3.94
H -2.02 -2.40 -3.78
H -3.07 -0.88 -3.39
H -2.46 -1.91 -2.07

=====

# 10
59
Properties=species:S:1:pos:R:3 method="wB97M-V/def2-TZVPD" total_charge=-2 orbital_gap_ev="3.62 / 3.75" largest_force_ha_per_bohr=0.126 homo_energy_ev="0.05 / -0.08" multiplicity=2 total_energy_ev=-133050.2827 relative_energy_kcal_mol=0.0
O -5.59 -2.11 4.98
C -5.05 -1.85 3.99
Co -4.17 -1.45 2.51
C -4.26 -2.77 1.38
O -4.19 -3.61 0.58
C -4.94 -0.19 1.58
O -5.36 0.67 0.92
C -2.14 -1.16 2.57
C -1.68 -0.48 1.43
C -1.49 -0.77 0.12
C -1.86 0.13 -0.95
C -2.17 -0.41 -2.22
C -2.45 0.42 -3.29
C -2.48 1.81 -3.11
C -2.23 2.35 -1.84
C -1.93 1.52 -0.77
Co -1.90 0.57 2.91
C -2.59 0.45 4.52
O -3.02 0.36 5.58
C -2.63 2.19 2.48
O -3.07 3.25 2.44
C -0.29 1.07 3.48
O 0.69 1.44 3.98
H -1.61 -1.99 3.04
H -1.24 -1.80 -0.17
H -2.22 -1.50 -2.33
H -2.63 -0.02 -4.27
H -2.66 2.46 -3.97
H -2.26 3.43 -1.69
H -1.75 1.94 0.23
C 0.73 -1.92 -4.21
N 1.07 -1.01 -3.16
C 1.03 -1.50 -1.83
O 0.59 -2.64 -1.63
C 1.49 -0.59 -0.82
I 1.62 -1.26 1.14
C 3.64 -0.76 1.68
C 3.88 0.14 2.71
C 5.21 0.41 3.07
C 6.26 -0.22 2.39
C 5.99 -1.10 1.34
C 4.66 -1.37 0.97
C 1.66 0.81 -1.08
O 1.87 1.69 -0.23
N 1.53 1.20 -2.43
C 1.68 2.60 -2.74
C 1.17 0.35 -3.48
O 0.95 0.76 -4.62
H 0.77 -1.39 -5.16
H 1.45 -2.74 -4.21
H -0.28 -2.32 -4.06
H 3.05 0.63 3.22
H 5.43 1.10 3.89
H 7.29 -0.03 2.69
H 6.80 -1.58 0.80
H 4.44 -2.06 0.15
H 1.61 2.72 -3.82
H 0.89 3.18 -2.25
H 2.65 2.93 -2.38